# 1
Formula: C17H19F7O6
Source: the OMol25 dataset
Level of theory: the ωB97M-V functional and the def2-TZVPD basis

Values from the calculation:
HOMO energy: -10.0 eV
SMILES: O=C1C=CC(=O)C(C(F)(F)C(F)(F)C(F)(F)F)=C1.CCOC(C)=O.CCOC(C)=O

CARTESIAN COORDINATES (ANGSTROEM)
O -3.901 -1.187 -2.104
C -3.023 -0.550 -2.702
C -2.832 -0.608 -4.298
C -2.618 0.633 -4.956
C -2.537 1.931 -4.010
O -3.082 3.005 -4.303
C -1.755 1.671 -2.626
C -0.755 2.781 -2.121
F -0.530 3.707 -3.176
F -1.395 3.513 -1.083
C 0.633 2.260 -1.551
F 0.506 1.428 -0.402
F 1.321 3.420 -1.075
C 1.625 1.584 -2.619
F 2.344 2.568 -3.306
F 1.018 0.769 -3.569
F 2.511 0.740 -1.889
C -2.001 0.457 -1.965
H -2.870 -1.588 -4.866
H -2.474 0.709 -6.076
H -1.496 0.170 -0.997
C -1.510 -4.835 2.561
C -1.912 -3.426 2.945
O -1.576 -2.492 1.908
C -2.364 -2.216 0.857
C -3.525 -3.119 0.556
O -2.089 -1.292 0.122
H -2.048 -5.179 1.675
H -1.714 -5.529 3.379
H -0.445 -4.876 2.321
H -2.967 -3.349 3.217
H -1.345 -3.119 3.826
H -3.206 -3.894 -0.142
H -4.314 -2.523 0.094
H -3.965 -3.576 1.440
C 3.251 0.419 1.354
C 2.660 1.527 2.200
O 3.126 1.447 3.556
C 4.272 1.998 3.995
C 5.284 2.472 2.990
O 4.508 2.038 5.179
H 4.338 0.500 1.293
H 2.841 0.456 0.343
H 3.030 -0.558 1.790
H 2.841 2.519 1.780
H 1.576 1.403 2.243
H 5.987 1.664 2.780
H 5.827 3.316 3.420
H 4.846 2.832 2.061

Atoms 1-3, force components in eV/Å:
O 2.588 1.733 -1.899
C -0.693 -0.499 0.402
C 0.529 2.878 -0.517

---

# 2
Formula: C26H28F10INO9P2
Source: the OMol25 dataset
Level of theory: the ωB97M-V functional and the def2-TZVPD basis

Values from the calculation:
HOMO energy: -8.7 eV
SMILES: CC(=O)OCCCCc1c(C(F)(F)C(F)F)ccc2c1C(=O)C([PH2]=N)=C(P(O)I)C2=O.CCOC(=O)C(F)(F)F.CCOC(=O)C(F)(F)F

CARTESIAN COORDINATES (ANGSTROEM)
C 5.785 2.799 -0.994
C 5.122 2.180 -2.187
O 4.711 2.803 -3.136
O 4.994 0.844 -2.076
C 4.419 0.174 -3.207
C 2.905 0.124 -3.107
C 2.433 -0.769 -1.939
C 1.898 0.054 -0.747
C 0.429 0.383 -0.824
C -0.564 -0.586 -0.626
C -0.289 -2.056 -0.359
F 0.902 -2.301 0.231
F -1.238 -2.487 0.533
C -0.421 -2.963 -1.628
F -0.454 -2.203 -2.747
F -1.591 -3.642 -1.578
C -1.913 -0.262 -0.691
C -2.330 1.024 -0.964
C -1.370 1.988 -1.188
C -0.013 1.684 -1.107
C 0.897 2.852 -1.336
O 1.934 3.037 -0.741
C 0.428 3.874 -2.352
P 1.774 4.632 -3.351
N 1.767 6.186 -3.471
C -0.888 4.147 -2.425
P -1.869 5.363 -3.430
O -1.155 6.689 -2.841
I -0.928 5.043 -5.710
C -1.797 3.378 -1.516
O -2.820 3.854 -1.078
H 6.413 3.621 -1.323
H 6.342 2.064 -0.418
H 4.993 3.192 -0.352
H 4.757 0.613 -4.143
H 4.810 -0.844 -3.167
H 2.523 1.142 -3.009
H 2.540 -0.281 -4.054
H 3.309 -1.293 -1.557
H 1.694 -1.481 -2.295
H 2.483 0.966 -0.698
H 2.106 -0.464 0.186
H 0.398 -3.680 -1.698
H -2.659 -1.031 -0.539
H -3.385 1.252 -1.010
H 1.613 3.920 -4.548
H 2.911 4.073 -2.765
H 2.606 6.611 -3.099
H -1.373 7.466 -3.371
C -1.588 -0.693 3.174
C -1.718 0.780 2.857
O -1.801 1.575 4.060
C -0.647 1.855 4.643
O 0.445 1.528 4.285
C -0.895 2.740 5.883
F -1.917 2.282 6.610
F -1.182 3.988 5.494
F 0.188 2.776 6.650
H -2.411 -1.024 3.809
H -1.596 -1.265 2.247
H -0.655 -0.900 3.699
H -2.642 0.986 2.321
H -0.887 1.136 2.247
C -2.154 -6.451 0.841
C -2.206 -5.497 2.013
O -3.480 -5.568 2.689
C -3.622 -6.558 3.556
O -2.818 -7.393 3.842
C -5.013 -6.467 4.220
F -5.967 -6.227 3.317
F -5.020 -5.469 5.113
F -5.301 -7.599 4.849
H -2.983 -6.260 0.158
H -1.218 -6.323 0.299
H -2.223 -7.485 1.174
H -2.122 -4.466 1.680
H -1.404 -5.689 2.725

Atoms 1-3, force components in eV/Å:
C -0.226 -0.195 0.099
C -0.124 0.108 -0.057
O 0.143 -0.139 0.016

---

# 3
Formula: C16H15Cl3GeMoN4O6S3
Source: the OMol25 dataset
Level of theory: the ωB97M-V functional and the def2-TZVPD basis

Values from the calculation:
HOMO energy (spin up / spin down): -6.1 / -6.2 eV
total charge: -1
energy above the lowest of the compared OMol25 structures with the same formula, charge and spin: 94.5 kJ/mol
multiplicity: 2

CARTESIAN COORDINATES (ANGSTROEM)
Mo 0.043 0.033 -0.185
S -2.254 -0.903 0.253
C -1.743 -2.437 -0.306
S -0.040 -2.540 -0.559
C -2.607 -3.509 -0.525
C -2.157 -4.773 -0.929
N -1.842 -5.830 -1.257
C -3.989 -3.373 -0.350
N -5.132 -3.284 -0.240
N 1.892 1.422 -0.235
C 2.445 1.661 1.103
C 2.931 0.348 1.706
C 1.774 -0.476 2.314
O 1.845 -0.865 3.461
O 0.811 -0.724 1.510
H 2.647 1.032 -0.815
H 1.629 2.312 -0.662
H 1.663 2.102 1.733
H 3.285 2.368 1.039
H 3.652 0.538 2.500
H 3.403 -0.263 0.929
C -7.592 0.518 -2.553
C -6.101 0.601 -2.651
C -5.494 1.784 -3.068
C -4.118 1.879 -3.150
C -3.343 0.780 -2.824
C -3.927 -0.411 -2.436
C -5.304 -0.495 -2.332
S -1.569 0.916 -2.947
O -1.292 1.931 -3.920
O -1.076 -0.430 -3.238
N -0.951 1.288 -1.507
C -1.413 2.549 -0.998
C -1.174 2.587 0.531
O -1.545 3.541 1.183
O -0.550 1.570 0.987
H -8.065 1.077 -3.357
H -7.921 0.948 -1.608
H -7.921 -0.516 -2.586
H -6.110 2.631 -3.335
H -3.632 2.780 -3.492
H -3.306 -1.268 -2.245
H -5.752 -1.424 -2.005
H -2.489 2.689 -1.177
H -0.881 3.384 -1.480
Cl 1.663 1.372 -3.441
Ge 1.168 -0.593 -2.521
Cl 3.324 -0.995 -1.696
Cl 1.310 -1.980 -4.174

Atoms 1-3, force components in eV/Å:
Mo -1.191 -1.113 0.160
S 0.743 0.438 0.157
C -0.448 -0.967 -0.196

---

# 4
Formula: C3H8N
Source: the OMol25 dataset
Level of theory: the ωB97M-V functional and the def2-TZVPD basis

Values from the calculation:
HOMO energy: -12.7 eV
total charge: +1
energy above the lowest of the compared OMol25 structures with the same formula, charge and spin: 612.4 kJ/mol

CARTESIAN COORDINATES (ANGSTROEM)
C 5.859 0.520 -0.501
C 5.831 -0.275 0.725
C 5.541 -1.673 0.579
N 6.079 -2.452 -0.266
H 6.090 1.574 -0.345
H 4.920 0.425 -1.117
H 6.550 0.034 -1.228
H 5.627 0.490 1.467
H 5.034 -2.093 1.456
H 5.543 -3.312 -0.431
H -28.033 3.683 0.018
H -29.039 3.080 -0.356

Atoms 1-3, force components in eV/Å:
C 0.678 -0.477 -0.748
C -1.312 2.201 -2.953
C 1.069 -1.237 2.343

---

# 5
Formula: C17H26N2OPd
Source: the OMol25 dataset
Level of theory: the ωB97M-V functional and the def2-TZVPD basis

Values from the calculation:
HOMO energy (spin up / spin down): -5.7 / -7.4 eV
energy above the lowest of the compared OMol25 structures with the same formula, charge and spin: 58.4 kJ/mol
multiplicity: 3

CARTESIAN COORDINATES (ANGSTROEM)
C -3.456 -0.585 -0.190
C -3.706 0.651 -1.070
H -3.515 -1.498 -0.797
H -4.251 -0.622 0.556
H -2.542 -0.575 0.426
H -2.963 0.700 -1.891
H -4.715 0.591 -1.497
H -3.701 1.573 -0.480
C -0.307 -2.660 -0.423
C 0.603 -3.720 -0.362
C 1.900 -3.531 -0.854
C 2.234 -2.292 -1.413
H -1.306 -2.738 0.011
H 0.297 -4.662 0.094
H 2.644 -4.324 -0.809
H 3.231 -2.083 -1.803
N 0.005 -1.487 -0.996
C 1.259 -1.277 -1.486
C 1.557 0.065 -1.975
N 0.586 0.994 -1.812
C 0.821 2.278 -2.078
C 3.040 1.761 -2.850
C 2.015 2.690 -2.674
H 0.042 2.973 -1.773
H 2.138 3.732 -2.966
C 2.806 0.439 -2.497
H 3.567 -0.324 -2.624
H 4.011 2.057 -3.254
Pd -1.188 0.298 -0.606
C -1.628 2.168 -0.088
H -2.032 2.676 -0.976
H -0.676 2.591 0.248
H -2.356 2.119 0.737
C -0.910 0.754 2.800
C 0.407 0.213 2.243
C 1.552 0.921 2.984
C 0.526 -1.271 2.647
O 0.529 0.368 0.884
H -0.939 0.612 3.884
H -1.767 0.230 2.373
H -1.006 1.822 2.598
H 1.436 0.782 4.066
H 2.520 0.511 2.683
H 1.560 1.993 2.774
H -0.332 -1.845 2.290
H 1.432 -1.700 2.207
H 0.578 -1.369 3.739

Atoms 1-3, force components in eV/Å:
C -1.432 -0.019 -0.313
C -0.864 -0.283 -0.025
H 0.174 0.104 0.282

---

# 6
Formula: C42H41BF10GaN4O2P2Si
Source: the OMol25 dataset
Level of theory: the ωB97M-V functional and the def2-TZVPD basis

Values from the calculation:
HOMO energy: -10.8 eV
total charge: +1
energy above the lowest of the compared OMol25 structures with the same formula, charge and spin: 0.0 kJ/mol

CARTESIAN COORDINATES (ANGSTROEM)
Ga -0.395 -0.512 0.730
C 1.657 -3.926 3.268
Si 1.687 -2.837 1.759
C 1.085 -3.811 0.264
C 3.431 -2.271 1.386
N 0.575 -1.508 1.985
C 0.378 -0.996 3.291
C 1.417 -0.553 4.111
C 1.172 -0.052 5.380
C -0.125 0.036 5.864
C -1.182 -0.395 5.074
C -0.905 -0.901 3.826
F -1.946 -1.335 3.054
H 2.239 -4.834 3.092
H 0.634 -4.224 3.508
H 2.074 -3.430 4.145
H 1.924 -4.306 -0.232
H 0.599 -3.174 -0.480
H 0.373 -4.588 0.549
H 4.085 -3.140 1.267
H 3.858 -1.647 2.173
H 3.473 -1.700 0.455
H 2.431 -0.610 3.733
H 2.001 0.277 5.993
H -0.318 0.433 6.851
H -2.208 -0.353 5.416
O -0.821 2.280 2.051
B -1.360 1.239 1.316
O -2.607 1.585 0.807
C -2.820 2.892 1.212
C -3.881 3.720 0.928
C -3.812 5.010 1.447
C -2.728 5.429 2.213
C -1.662 4.578 2.495
C -1.743 3.309 1.971
H -4.718 3.387 0.329
H -4.617 5.703 1.246
H -2.711 6.440 2.597
H -0.815 4.893 3.088
C -3.238 -4.413 -1.631
N -3.698 -3.939 -0.326
C -4.834 -3.037 -0.521
N -4.541 -1.918 -1.418
C -4.066 -2.448 -2.695
N -2.907 -3.332 -2.565
C -1.711 -2.608 -2.157
P -1.983 -1.840 -0.495
C -2.627 -3.302 0.430
C -3.591 -0.986 -0.831
H -4.037 -5.006 -2.077
H -2.364 -5.053 -1.497
H -5.158 -2.650 0.446
H -5.651 -3.613 -0.957
H -3.816 -1.620 -3.360
H -4.876 -3.020 -3.147
H -1.476 -1.828 -2.886
H -0.860 -3.291 -2.117
H -2.990 -2.971 1.404
H -1.814 -4.008 0.606
H -3.427 -0.139 -1.501
H -3.975 -0.580 0.106
F 3.252 -2.981 -6.183
C 2.725 -1.756 -6.294
F 3.613 -0.980 -6.931
F 1.639 -1.851 -7.081
C 2.357 -1.175 -4.951
C 2.304 -1.980 -3.825
C 1.915 -1.430 -2.613
C 1.587 -0.081 -2.527
C 1.657 0.725 -3.664
C 2.041 0.176 -4.875
P 1.086 0.596 -0.926
C 0.209 2.138 -1.299
C -0.960 2.041 -2.056
C -1.735 3.160 -2.292
C -1.348 4.383 -1.758
C -0.190 4.492 -1.007
C 0.591 3.367 -0.776
C -2.177 5.610 -2.041
F -2.050 6.529 -1.076
F -3.481 5.308 -2.153
F -1.801 6.183 -3.197
C 2.593 1.006 -0.014
C 3.853 0.894 -0.600
C 4.989 1.090 0.166
C 4.865 1.407 1.512
C 3.617 1.545 2.096
C 2.478 1.335 1.335
C 6.119 1.550 2.337
F 7.007 2.358 1.741
F 5.867 2.047 3.555
F 6.714 0.355 2.503
H 2.561 -3.028 -3.893
H 1.878 -2.057 -1.731
H 1.406 1.776 -3.607
H 2.096 0.795 -5.761
H -1.265 1.084 -2.468
H -2.643 3.086 -2.875
H 0.099 5.448 -0.592
H 1.490 3.454 -0.178
H 3.952 0.638 -1.647
H 5.970 0.994 -0.280
H 3.528 1.807 3.141
H 1.509 1.438 1.808

Atoms 1-3, force components in eV/Å:
Ga -0.011 0.090 0.110
C -0.004 0.004 0.003
Si -0.037 0.015 -0.006